Entry 1:
C31H49BrFN7OPSiTi as an isolated structure, computed with wB97M-V/def2-TZVPD.

```
93
Properties=species:S:1:pos:R:3
Ti 0.400 -0.941 1.948
C -4.235 0.547 2.919
Si -2.538 0.949 2.142
C -1.542 1.779 3.497
C -2.873 2.287 0.849
N -1.740 -0.454 1.515
C -2.381 -1.324 0.707
C -3.732 -1.260 0.281
C -4.290 -2.207 -0.562
C -3.554 -3.276 -1.051
C -2.216 -3.377 -0.676
C -1.693 -2.424 0.156
F -0.357 -2.528 0.488
H -4.402 1.209 3.773
H -4.304 -0.481 3.278
H -5.063 0.705 2.224
H -2.153 2.582 3.921
H -0.624 2.221 3.111
H -1.265 1.096 4.300
H -3.420 3.119 1.301
H -3.460 1.918 0.004
H -1.929 2.675 0.460
H -4.348 -0.436 0.619
H -5.330 -2.095 -0.850
H -3.998 -4.013 -1.706
H -1.574 -4.177 -1.022
C -2.745 -4.181 5.653
C -1.614 -3.672 4.801
C -0.458 -4.440 4.596
C 0.566 -3.995 3.773
C 0.410 -2.748 3.177
Br 2.798 -2.033 1.331
N -0.670 -2.042 3.399
C -1.689 -2.449 4.165
H -2.395 -4.934 6.359
H -3.524 -4.638 5.039
H -3.207 -3.373 6.222
H -0.382 -5.406 5.086
H 1.452 -4.590 3.596
H -2.543 -1.788 4.252
O 2.703 1.957 3.686
C 1.942 1.070 3.510
N 1.160 0.178 3.380
N 0.743 0.215 0.504
P 1.163 0.611 -0.924
N 1.582 2.241 -0.929
C 1.989 2.907 -2.160
C 2.374 4.355 -1.889
C 3.460 4.431 -0.815
C 3.049 3.651 0.457
C 1.671 3.018 0.300
N -0.035 0.374 -2.087
C 0.185 0.286 -3.533
C -0.804 1.148 -4.311
C -2.250 0.699 -4.056
C -2.408 0.172 -2.620
C -1.377 0.808 -1.701
N 2.454 -0.111 -1.724
C 3.814 0.254 -1.332
C 4.766 0.037 -2.504
C 4.701 -1.406 -2.996
C 3.257 -1.788 -3.315
C 2.368 -1.520 -2.106
H 1.185 2.865 -2.903
H 2.853 2.395 -2.608
H 1.492 4.916 -1.571
H 2.719 4.813 -2.820
H 3.670 5.476 -0.578
H 4.385 4.017 -1.226
H 3.044 4.299 1.335
H 3.768 2.858 0.670
H 0.897 3.797 0.313
H 1.457 2.344 1.127
H 0.064 -0.755 -3.868
H 1.212 0.569 -3.762
H -0.563 1.100 -5.376
H -0.681 2.191 -4.010
H -2.537 -0.075 -4.772
H -2.925 1.543 -4.221
H -2.270 -0.913 -2.582
H -3.413 0.364 -2.240
H -1.531 0.519 -0.665
H -1.468 1.906 -1.747
H 4.127 -0.346 -0.469
H 3.822 1.298 -1.023
H 5.784 0.292 -2.194
H 4.493 0.715 -3.321
H 5.073 -2.067 -2.205
H 5.347 -1.549 -3.866
H 3.191 -2.846 -3.587
H 2.901 -1.206 -4.171
H 2.690 -2.146 -1.263
H 1.327 -1.771 -2.308
```

As for the gap between HOMO and LUMO: 7.04 eV. The value obtained for the energy above the lowest of the compared OMol25 structures with the same formula, charge and spin is 0.953 eV. The value obtained for the calculated total energy is -158470.775 eV. Its HOMO energy is -4.399 eV. Its LUMO energy is 2.644 eV. The total charge is -1.

***

Entry 2:
A 2-piece molecular cluster, C16H26BrClN2O3S overall, computed with wB97M-V/def2-TZVPD.

```
50
Properties=species:S:1:pos:R:3
C -0.168 2.238 0.661
C -0.932 2.858 -0.651
C -0.895 1.913 -1.990
N -1.544 0.544 -1.814
C -0.543 -0.493 -1.357
C -0.636 -1.275 -0.064
C -1.915 -1.039 0.943
C -3.294 -1.476 0.113
N -3.047 -2.557 -0.917
C 0.601 -2.345 0.289
O 0.394 -3.557 0.843
C 2.119 -1.795 -0.147
Cl 3.627 -2.082 0.939
C 2.210 -1.025 -1.452
C 3.625 -0.363 -2.019
C 3.910 -0.760 -3.614
C 3.418 0.390 -4.674
Br 2.717 -0.527 -6.356
C 0.786 -0.845 -2.311
O 0.698 -1.007 -3.641
H 0.484 3.119 1.136
H -0.986 1.981 1.478
H 0.559 1.347 0.430
H -2.052 3.110 -0.337
H -0.368 3.877 -0.912
H -1.557 2.473 -2.810
H 0.191 1.879 -2.425
H -1.868 0.271 -2.782
H -1.854 -1.674 1.937
H -2.061 0.092 1.222
H -4.128 -1.817 0.869
H -3.634 -0.486 -0.458
H -2.647 -3.435 -0.473
H -3.980 -2.749 -1.347
H 4.560 -0.716 -1.409
H 3.558 0.818 -1.860
H 5.045 -1.005 -3.792
H 3.297 -1.771 -3.782
H 4.237 1.166 -4.986
H 2.453 0.910 -4.204
C -2.204 1.243 5.397
S -0.415 1.430 5.205
O -0.159 1.914 3.808
C -0.041 -0.340 5.245
H -2.663 2.234 5.363
H -2.605 0.630 4.586
H -2.420 0.777 6.361
H -0.577 -0.853 4.443
H -0.330 -0.752 6.214
H 1.035 -0.471 5.103
```

As for the gap between HOMO and LUMO: 7.59 eV. The value obtained for the calculated total energy is -119525.466 eV. Its HOMO energy is -9.049 eV. Its LUMO energy is -1.460 eV.

***

Entry 3:
A 2-piece molecular cluster, C2H10B2N2 overall, computed with wB97M-V/def2-TZVPD.

```
16
Properties=species:S:1:pos:R:3
B 2.021 -0.912 0.441
B -0.405 2.265 0.000
C -0.455 -0.601 0.691
C -1.312 -0.293 -0.554
N 0.726 -1.208 0.184
N -0.616 0.571 -1.436
H 2.822 -1.593 0.080
H 2.332 0.046 1.102
H 0.600 2.764 0.079
H -1.473 2.301 0.336
H -0.927 -1.351 1.383
H -0.336 0.378 1.174
H -1.685 -1.247 -1.058
H -2.191 0.214 -0.455
H 0.443 -1.776 -0.614
H 0.455 0.442 -1.354
```

As for the gap between HOMO and LUMO: 8.22 eV. The value obtained for the energy above the lowest of the compared OMol25 structures with the same formula, charge and spin is 5.006 eV. The value obtained for the calculated total energy is -6565.046 eV. Its HOMO energy is -8.693 eV. Its LUMO energy is -0.475 eV.

***

Entry 4:
A 2-piece molecular cluster, C5H10ClN4 overall, computed with wB97M-V/def2-TZVPD.

```
20
Properties=species:S:1:pos:R:3
C -0.110 -1.584 2.021
C -0.044 0.620 1.062
C 0.077 -0.246 2.161
C -0.719 -1.357 -0.124
C -0.927 0.774 -1.286
N -0.364 -2.132 0.830
N -0.628 0.071 -0.048
N -1.238 -1.930 -1.223
N 0.140 1.951 1.147
Cl 4.124 -0.279 -0.394
H 0.002 -2.320 2.939
H 5.317 -0.205 0.118
H 0.339 0.335 3.015
H -0.095 1.150 -1.694
H -1.634 0.239 -1.906
H -1.420 1.755 -0.897
H -0.849 -1.833 -2.115
H -1.538 -2.861 -1.073
H 0.741 2.275 1.880
H 0.232 2.368 0.219
```

As for the gap between HOMO and LUMO: 9.68 eV. The value obtained for the energy above the lowest of the compared OMol25 structures with the same formula, charge and spin is 0.462 eV. The value obtained for the calculated total energy is -23823.701 eV. Its HOMO energy is -13.515 eV. Its LUMO energy is -3.832 eV. The total charge is +1.

***

Entry 5:
C25H26BrNO14P as an isolated structure, computed with wB97M-V/def2-TZVPD.

```
68
Properties=species:S:1:pos:R:3
C 8.236 2.466 -2.073
C 6.694 2.428 -1.822
C 5.883 3.449 -2.665
O 4.653 3.889 -2.052
C 3.762 2.859 -1.881
C 3.283 2.004 -3.090
C 2.411 1.007 -2.216
P 1.327 -0.230 -3.149
O 1.384 -1.639 -2.247
Br 2.368 -0.758 -5.078
C 1.693 2.143 -1.379
N 2.452 3.166 -1.237
H 8.534 3.035 -2.971
H 8.711 2.875 -1.158
H 8.592 1.417 -2.122
H 6.427 2.574 -0.752
H 6.321 1.406 -2.073
H 6.499 4.364 -2.786
H 5.681 3.101 -3.701
H 4.138 2.069 -1.177
H 2.469 2.564 -3.605
H 4.021 1.591 -3.790
H 3.094 0.338 -1.634
H 2.293 -1.777 -1.919
H 0.666 2.066 -0.985
H 2.189 4.028 -0.754
C -2.395 3.184 1.211
C -2.928 2.994 2.426
C -3.804 1.815 2.720
O -4.247 1.678 3.842
C -4.089 0.882 1.633
C -3.558 1.077 0.420
C -2.661 2.240 0.135
O -2.186 2.362 -0.986
O -3.803 0.241 -0.598
O -2.706 3.840 3.431
H -1.760 4.030 0.987
H -4.736 0.045 1.852
H -3.307 0.597 -1.360
H -3.198 3.480 4.197
C 0.005 -6.288 -4.674
C -1.216 -6.301 -5.222
C -1.815 -5.071 -5.830
O -2.919 -5.134 -6.332
C -1.034 -3.833 -5.785
C 0.181 -3.824 -5.235
C 0.789 -5.058 -4.652
O 1.910 -4.995 -4.179
O 0.931 -2.699 -5.173
O -1.961 -7.410 -5.255
H 0.450 -7.169 -4.233
H -1.483 -2.946 -6.211
H 1.759 -2.969 -4.733
H -2.793 -7.159 -5.702
C -4.602 -0.913 9.358
C -5.097 -1.719 8.411
C -4.887 -1.438 6.956
O -5.341 -2.210 6.131
C -4.144 -0.236 6.589
C -3.652 0.570 7.534
C -3.838 0.276 8.990
O -3.355 1.032 9.811
O -2.966 1.684 7.231
O -5.803 -2.815 8.715
H -4.744 -1.106 10.412
H -4.014 -0.034 5.535
H -2.723 2.083 8.089
H -6.043 -3.220 7.860
```

As for the gap between HOMO and LUMO: 6.22 eV. The value obtained for the calculated total energy is -135823.164 eV. Its HOMO energy is -10.938 eV. Its LUMO energy is -4.717 eV. The total charge is +1.

***

Entry 6:
One molecule with the formula C8H4BrIO2, computed with wB97M-V/def2-TZVPD.

```
16
Properties=species:S:1:pos:R:3
C 2.300 -0.464 0.077
C 1.830 -0.006 1.261
C 1.418 -0.515 -1.061
C 0.444 0.266 1.409
C 0.076 -0.206 -0.917
C -0.480 -0.045 0.422
C -0.959 -0.296 -1.919
C -1.863 -0.086 0.168
O -0.986 -0.279 -3.130
O -2.149 -0.235 -1.130
Br -3.301 0.159 1.222
I -4.098 2.810 0.928
H 3.357 -0.790 0.065
H 2.395 -0.041 2.196
H 1.735 -0.803 -2.001
H 0.281 0.530 2.410
```

As for the gap between HOMO and LUMO (alpha / beta): 7.00 / 5.98 eV. The value obtained for the energy above the lowest of the compared OMol25 structures with the same formula, charge and spin is 2.526 eV. The value obtained for the calculated total energy is -90596.474 eV. Its HOMO energy (alpha / beta) is -8.787 / -7.999 eV. Its LUMO energy (alpha / beta) is -1.783 / -2.017 eV.